DFT (ωB97M-V/def2-TZVPD) results for 2 unconnected molecules or ions with the total composition CH4N2P2 at a distorted geometry.

Geometry as XYZ:
```
9
Properties=species:S:1:pos:R:3:forces:R:3
C 0.067 -0.234 -0.324 1.0 -2.1 -0.3
N 0.896 -1.321 0.266 -0.1 0.8 -0.2
N 0.091 1.028 0.045 -0.1 2.5 2.9
P -0.781 -1.664 0.374 -2.0 -1.0 -0.1
P -0.005 1.022 -1.621 -1.7 -0.5 -2.2
H 1.190 -1.061 1.194 0.8 0.4 0.2
H -1.935 1.716 0.408 0.4 -0.1 0.1
H -1.198 -1.024 1.626 0.5 -0.1 -0.6
H 1.263 1.416 -1.989 1.2 0.0 0.1
```
Positions in Å, forces in eV/Å.

Results
Total energy   -832.4658 Eh
Lowest unoccupied orbital energy (alpha / beta)   -0.326 / -1.428 eV
Largest force on an atom   0.074 Eh/bohr
HOMO level (alpha / beta)   -8.43 / -9.44 eV
Charge   0

---

DFT (ωB97M-V/def2-TZVPD) results for 5 unconnected molecules or ions with the total composition H10O4S at a distorted geometry.

Geometry as XYZ:
```
15
Properties=species:S:1:pos:R:3:forces:R:3
O -0.631 1.500 1.150 -0.4 0.1 -0.1
H -1.443 1.876 1.531 0.4 -0.2 -0.2
H -0.824 1.431 0.203 0.1 0.2 0.2
O -0.482 -1.353 1.748 0.4 -0.3 -0.1
H -1.214 -1.705 1.238 -0.1 0.1 0.0
H -0.355 -0.439 1.457 -0.2 0.2 0.2
O 2.564 -1.451 0.391 -0.3 0.1 0.1
H 2.006 -2.049 0.910 0.2 0.2 -0.1
H 3.436 -1.844 0.322 0.0 -0.2 0.1
O 0.796 -0.104 -1.520 0.1 -0.3 1.0
H 1.696 0.082 -1.183 -0.5 -0.1 -0.3
H 0.505 -0.749 -0.839 0.2 0.4 -0.7
S -2.618 1.591 -1.879 -0.4 0.1 0.1
H -1.726 0.643 -1.596 0.3 -0.1 -0.2
H -1.710 2.571 -1.932 0.2 -0.1 0.0
```
Positions in Å, forces in eV/Å.

Results
Total energy   -705.1311 Eh
Lowest unoccupied orbital energy   0.484 eV
SMILES   O.O.O.O.S
Largest force on an atom   0.021 Eh/bohr
HOMO level   -10.05 eV
Charge   0

---

DFT (ωB97M-V/def2-TZVPD) results for a single C4H5NO molecule at a distorted geometry.

Geometry as XYZ:
```
11
Properties=species:S:1:pos:R:3:forces:R:3
N 3.045 0.431 1.197 -1.1 0.0 -0.7
C 2.082 0.365 0.557 0.8 -0.3 0.4
C 0.880 0.224 -0.259 -0.1 -0.9 -0.4
C -0.424 0.111 0.475 -0.4 -0.9 0.2
C -1.551 -0.159 -0.395 -0.7 0.2 -0.1
O -0.857 -1.290 0.082 -0.7 0.3 1.1
H 0.589 -0.868 -0.550 2.6 1.3 -0.9
H 0.893 0.909 -1.118 -0.1 -0.1 0.4
H -0.523 0.294 1.539 -0.1 0.2 -0.2
H -2.547 -0.126 0.014 -0.3 0.4 -0.1
H -1.452 0.087 -1.454 0.0 -0.2 0.1
```
Positions in Å, forces in eV/Å.

Results
Total energy   -285.3116 Eh
Lowest unoccupied orbital energy   0.824 eV
SMILES   N#CC[C@H]1CO1
Largest force on an atom   0.060 Eh/bohr
HOMO level   -10.55 eV
Charge   0

---

DFT (ωB97M-V/def2-TZVPD) results for a molecular structure, C26H24N5O6PtSSe.

Geometry as XYZ:
```
64
Properties=species:S:1:pos:R:3:forces:R:3
Pt -0.694 -0.179 -1.431 -0.3 0.1 -0.2
N 3.517 -0.844 5.477 0.0 0.0 0.1
C 2.356 -0.712 4.719 -0.1 0.0 -0.1
C 1.486 0.359 4.928 0.1 -0.1 0.1
C 0.310 0.461 4.203 -0.1 0.0 0.0
C -0.008 -0.514 3.275 -0.2 0.0 -0.2
C 0.843 -1.590 3.061 0.0 0.0 0.1
C 2.020 -1.689 3.777 0.0 0.0 0.0
S -1.394 -0.347 2.172 0.2 -0.2 -0.3
O -1.876 -1.669 1.880 0.1 -0.1 -0.1
O -2.333 0.600 2.703 0.2 0.2 0.1
N -0.638 0.161 0.808 -0.4 0.2 0.1
C -0.201 1.424 0.681 0.3 0.5 0.2
N 0.245 1.700 -0.583 -0.3 -0.1 0.4
C 0.503 2.960 -0.885 0.2 0.0 -0.1
C 0.414 3.974 0.052 0.1 0.0 0.1
C 0.107 3.575 1.347 0.1 0.0 -0.1
N -0.178 2.331 1.678 -0.1 -0.2 0.0
H 3.883 0.007 5.869 0.0 0.0 0.0
H 4.226 -1.438 5.083 0.1 0.0 0.0
H 1.748 1.117 5.657 0.0 0.0 0.0
H -0.365 1.295 4.334 0.0 0.0 0.0
H 0.563 -2.337 2.329 0.1 0.0 0.0
H 2.697 -2.518 3.603 0.0 0.0 0.0
H 0.818 3.159 -1.904 0.0 0.0 0.0
H 0.619 5.004 -0.200 0.0 0.0 0.0
H 0.099 4.297 2.160 0.0 0.0 0.0
C 6.676 0.063 -1.535 -0.1 0.0 0.0
C 5.205 -0.153 -1.774 0.0 0.0 0.0
C 4.494 -1.111 -1.063 0.0 0.0 0.0
C 3.158 -1.385 -1.335 -0.1 0.1 0.0
C 2.408 -2.386 -0.501 0.1 0.0 -0.1
C 2.518 -0.684 -2.369 -0.1 0.0 -0.1
Se 0.756 -1.250 -2.934 0.5 -0.3 -0.1
C 3.188 0.353 -3.028 -0.1 0.0 0.0
C 2.483 1.217 -4.038 0.1 0.0 0.1
C 4.524 0.594 -2.725 0.0 0.0 0.0
H 6.987 -0.359 -0.579 0.0 0.0 0.0
H 6.925 1.125 -1.542 0.0 0.0 0.0
H 7.261 -0.426 -2.318 0.0 0.0 0.0
H 4.992 -1.664 -0.272 0.0 0.0 0.0
H 3.021 -2.739 0.330 0.0 0.0 0.0
H 2.094 -3.236 -1.108 0.0 0.0 0.1
H 1.501 -1.926 -0.102 0.0 -0.1 0.0
H 1.434 1.329 -3.764 0.0 0.0 -0.1
H 2.510 0.769 -5.035 0.0 0.0 0.0
H 2.951 2.201 -4.087 0.0 0.0 -0.1
H 5.050 1.387 -3.250 0.0 0.0 0.0
O -2.848 0.785 -1.288 0.0 0.0 0.1
C -3.329 -0.349 -1.531 0.1 0.0 -0.2
O -2.629 -1.348 -1.843 -0.2 -0.1 0.2
C -4.817 -0.520 -1.462 -0.1 0.0 0.0
C -5.370 -1.700 -0.978 0.1 0.0 0.0
C -6.741 -1.833 -0.875 -0.3 -0.1 0.0
C -7.561 -0.786 -1.279 1.0 0.1 0.0
C -7.021 0.387 -1.794 -0.3 0.0 0.0
C -5.649 0.517 -1.875 0.1 0.0 0.1
N -8.998 -0.909 -1.143 -0.7 -0.1 -0.1
O -9.695 0.027 -1.493 0.1 0.1 0.0
O -9.451 -1.946 -0.694 0.1 -0.1 0.1
H -4.714 -2.502 -0.668 0.0 0.0 0.0
H -7.190 -2.735 -0.484 0.0 0.0 0.0
H -7.683 1.179 -2.112 0.0 0.0 0.0
H -5.204 1.430 -2.246 0.0 0.0 0.0
```
Positions in Å, forces in eV/Å.

Results
Total energy   -4649.3450 Eh
Spin multiplicity   3
Lowest unoccupied orbital energy (alpha / beta)   1.633 / 1.624 eV
Largest force on an atom   0.019 Eh/bohr
HOMO level (alpha / beta)   -4.37 / -5.21 eV
Charge   -1

---

DFT (ωB97M-V/def2-TZVPD) results for 2 unconnected molecules or ions with the total composition C2HBrN2O2 at a distorted geometry.

Geometry as XYZ:
```
8
Properties=species:S:1:pos:R:3:forces:R:3
C 2.121 0.019 0.313 -1.1 -2.0 -0.6
C 2.030 2.414 0.031 4.9 1.7 -1.6
N 1.151 -0.470 -0.260 2.9 1.1 1.3
N 0.055 -0.756 -0.680 -1.3 0.3 -1.0
O 1.005 2.268 0.470 -3.8 0.3 1.2
O 3.103 2.681 -0.391 -1.7 -0.7 0.5
Br 3.837 -0.677 0.381 0.0 -0.2 -0.2
H -0.099 -0.212 -1.560 0.0 -0.7 0.4
```
Positions in Å, forces in eV/Å.

Results
Total energy   -2910.7220 Eh
Lowest unoccupied orbital energy (alpha / beta)   -0.581 / -0.581 eV
Largest force on an atom   0.105 Eh/bohr
HOMO level (alpha / beta)   -9.27 / -9.27 eV
Charge   0

---

DFT (ωB97M-V/def2-TZVPD) results for 15 unconnected molecules or ions with the total composition C40H55Cl28F6O3P at a distorted geometry.

Geometry as XYZ:
```
133
Properties=species:S:1:pos:R:3:forces:R:3
C 6.557 4.124 0.653 -0.8 0.1 -0.6
C 5.392 4.837 -0.187 1.4 -0.7 0.4
P 3.744 4.938 0.717 -1.0 0.7 -0.1
C 3.949 4.552 2.559 0.1 0.2 0.3
C 2.563 3.577 0.109 -0.4 -1.8 -0.5
C 1.352 4.039 -0.557 -0.1 -1.8 -0.2
C 0.346 3.104 -1.110 2.2 -1.2 0.9
O -0.796 3.564 -1.765 0.9 -0.6 1.7
C -1.778 3.770 -0.690 -0.3 0.8 0.7
C -3.075 4.474 -1.230 -0.1 -0.8 -1.4
C -2.706 5.354 -2.503 0.0 0.5 1.0
C -4.193 3.441 -1.717 0.9 0.2 0.7
C -4.582 2.356 -0.639 -0.9 0.0 -0.3
C -5.022 2.965 0.757 0.4 -0.5 -0.4
C -5.771 1.475 -1.266 1.1 -0.3 0.4
C 0.610 1.667 -0.942 0.9 0.7 0.2
C 1.830 1.180 -0.247 -0.5 1.3 -0.8
C 2.826 2.116 0.296 -2.7 0.5 -1.5
C 1.958 -0.394 -0.149 0.0 1.6 -0.1
O 2.300 -0.880 0.902 0.0 -0.3 -0.9
C 1.557 -1.191 -1.432 -1.0 -0.6 -1.7
C 0.347 -0.692 -2.111 0.7 -0.7 -0.1
C -0.209 -1.317 -3.315 2.7 -1.3 1.4
C 0.492 -2.495 -3.832 0.2 1.5 1.7
C 1.687 -3.003 -3.137 -1.0 1.2 0.1
F 2.239 -4.139 -3.680 -0.4 1.2 0.6
C 2.281 -2.396 -1.960 -2.0 1.7 -0.5
C 3.525 -2.876 -1.187 -0.5 -0.3 0.6
F 4.415 -1.852 -0.876 -1.3 -1.1 -0.7
F 3.068 -3.398 0.032 0.8 0.5 -1.5
C 4.402 -4.030 -1.822 1.8 -1.0 1.1
F 5.530 -4.141 -1.024 -1.4 0.2 -1.0
F 3.811 -5.267 -1.761 0.5 2.0 -0.6
F 4.869 -3.754 -3.075 -1.1 -0.4 1.3
C -0.369 0.585 -1.521 1.5 0.3 0.6
O -1.566 0.708 -1.473 0.6 -0.3 -0.5
H 6.124 3.253 1.211 0.6 0.7 -0.4
H 6.964 4.868 1.389 -0.2 -0.9 -0.7
H 7.353 3.759 -0.053 -0.6 0.4 0.9
H 5.769 5.883 -0.382 -0.8 -1.0 0.2
H 5.274 4.353 -1.193 -0.1 0.3 1.0
H 5.019 4.636 2.901 -1.0 -0.3 -0.4
H 3.474 3.570 2.873 1.5 1.9 -1.0
H 3.392 5.368 3.100 0.5 -0.8 -0.6
H 1.149 5.129 -0.697 0.4 -1.0 0.2
H -1.952 2.787 -0.184 -0.1 0.8 -0.6
H -1.278 4.439 0.075 -0.6 -0.5 -0.8
H -3.497 5.110 -0.404 0.5 -0.5 -0.8
H -1.720 5.852 -2.281 -0.9 -0.4 -0.6
H -3.468 6.162 -2.655 0.6 -0.7 0.2
H -2.669 4.744 -3.443 0.2 0.5 1.0
H -5.069 4.073 -2.034 0.5 -0.7 0.4
H -3.824 2.926 -2.654 -0.3 0.4 1.0
H -3.734 1.648 -0.437 -0.6 0.9 -0.5
H -4.379 3.833 1.078 -0.7 -0.8 -0.4
H -4.843 2.154 1.527 -0.5 0.9 -0.6
H -6.116 3.237 0.716 1.7 -0.2 0.1
H -6.660 1.462 -0.588 0.7 0.1 -0.9
H -6.011 1.859 -2.290 -0.1 -0.4 0.9
H -5.395 0.413 -1.364 -0.6 1.0 0.0
H 3.742 1.730 0.795 -0.9 0.5 -0.4
H -1.111 -0.866 -3.781 0.8 -0.6 0.3
H 0.090 -2.984 -4.755 0.9 0.4 1.2
C 5.082 4.668 -4.801 0.0 0.0 -0.2
Cl 3.746 4.621 -3.649 -0.2 0.1 0.0
Cl 6.564 4.052 -4.066 0.1 0.0 -0.1
H 4.823 4.048 -5.655 0.1 0.0 0.1
H 5.249 5.691 -5.125 0.0 -0.1 0.2
C 1.942 0.547 3.714 0.0 -0.2 0.1
Cl 0.229 0.399 4.128 0.0 -0.1 0.0
Cl 2.470 2.237 3.755 -0.7 -1.1 0.6
H 2.528 -0.023 4.430 -0.1 0.1 0.0
H 2.097 0.155 2.714 -0.1 0.2 0.1
C 2.550 -5.447 2.244 0.1 0.0 -0.1
Cl 1.234 -5.413 3.427 -0.1 0.1 0.0
Cl 4.025 -6.121 2.945 0.0 0.0 -0.1
H 2.248 -6.061 1.399 0.0 0.0 0.1
H 2.748 -4.434 1.912 0.0 -0.1 0.2
C -0.390 -8.656 3.670 0.2 0.1 0.0
Cl -2.131 -8.973 3.629 -0.1 0.1 0.0
Cl 0.458 -9.866 4.639 0.0 0.1 0.0
H -0.004 -8.682 2.656 -0.1 -0.1 0.1
H -0.220 -7.674 4.104 -0.1 -0.2 0.0
C -0.998 -5.883 -5.109 0.1 -0.2 0.1
Cl -2.370 -6.201 -4.044 0.1 -0.1 0.0
Cl -1.204 -4.361 -5.989 -0.2 -0.3 -0.4
H -0.093 -5.822 -4.509 -0.1 0.1 0.0
H -0.913 -6.694 -5.827 -0.1 0.1 0.0
C -5.684 5.719 3.021 0.0 -0.1 0.3
Cl -6.043 6.503 1.476 -0.1 -0.1 0.0
Cl -3.954 5.751 3.380 -0.1 0.0 0.0
H -6.219 6.240 3.811 0.1 0.1 -0.1
H -6.013 4.685 2.972 0.1 0.1 -0.1
C -0.491 -9.289 -0.765 0.0 -0.2 -0.2
Cl -1.880 -9.999 0.065 0.0 0.0 -0.1
Cl 0.087 -7.845 0.079 0.1 0.1 -0.1
H 0.311 -10.022 -0.801 -0.1 0.1 0.1
H -0.786 -9.013 -1.774 -0.1 0.1 0.1
C 6.798 -1.152 -3.541 -0.1 -0.1 0.1
Cl 6.375 -0.388 -5.077 -0.1 0.1 0.0
Cl 8.544 -1.117 -3.264 0.0 0.0 0.1
H 6.303 -0.618 -2.734 0.1 0.1 -0.1
H 6.466 -2.185 -3.560 0.1 0.1 -0.1
C -0.372 5.709 5.144 -0.1 -0.1 0.1
Cl -0.698 6.503 3.598 0.0 0.0 0.0
Cl 1.354 5.718 5.524 0.0 0.0 0.1
H -0.907 6.235 5.929 0.1 0.1 -0.1
H -0.715 4.678 5.089 0.1 0.1 -0.1
C -4.878 -7.718 1.089 0.2 -0.1 0.0
Cl -6.251 -8.012 2.165 0.1 -0.1 0.0
Cl -5.057 -6.183 0.230 0.1 0.0 -0.1
H -3.965 -7.687 1.681 -0.2 0.1 0.0
H -4.819 -8.524 0.363 -0.1 0.1 0.0
C -8.282 1.831 2.495 0.0 -0.1 0.2
Cl -8.060 3.464 1.848 -0.8 0.1 0.3
Cl -8.410 0.632 1.206 -0.1 -0.1 0.1
H -7.430 1.583 3.122 0.0 0.0 -0.2
H -9.194 1.809 3.085 0.0 0.1 -0.1
C -4.535 9.905 1.778 -0.1 0.0 -0.2
Cl -3.000 9.125 2.173 0.0 0.0 -0.1
Cl -4.967 11.124 2.985 -0.1 0.0 0.0
H -4.445 10.387 0.808 0.1 0.0 0.1
H -5.315 9.150 1.745 0.1 0.0 0.1
C -2.127 -7.509 7.194 -0.1 0.0 -0.1
Cl -0.629 -6.719 7.702 0.0 0.1 -0.1
Cl -2.787 -8.526 8.480 -0.1 0.0 -0.1
H -2.858 -6.747 6.937 0.1 0.0 0.1
H -1.919 -8.130 6.327 0.0 0.0 0.1
C 5.714 -5.202 -5.825 0.0 0.0 0.1
Cl 5.926 -3.604 -6.551 0.0 0.0 0.2
Cl 5.504 -6.449 -7.061 0.0 -0.1 0.1
H 6.593 -5.439 -5.232 0.0 0.0 -0.2
H 4.833 -5.186 -5.190 0.0 0.0 -0.2
```
Positions in Å, forces in eV/Å.

Results
Total energy   -15608.6244 Eh
Lowest unoccupied orbital energy   -1.403 eV
Largest force on an atom   0.063 Eh/bohr
HOMO level   -8.01 eV
Charge   0